{
  "formula": "C47H58N4O7",
  "method": "ωB97M-V/def2-TZVPD",
  "elements": ["O", "O", "O", "O", "O", "O", "O", "N", "N", "N", "N", "C", "C", "C", "C", "C", "C", "C", "C", "C", "C", "C", "C", "C", "C", "C", "C", "C", "C", "C", "C", "C", "C", "C", "C", "C", "C", "C", "C", "C", "C", "C", "C", "C", "C", "C", "C", "C", "C", "C", "C", "C", "C", "C", "C", "C", "C", "C", "H", "H", "H", "H", "H", "H", "H", "H", "H", "H", "H", "H", "H", "H", "H", "H", "H", "H", "H", "H", "H", "H", "H", "H", "H", "H", "H", "H", "H", "H", "H", "H", "H", "H", "H", "H", "H", "H", "H", "H", "H", "H", "H", "H", "H", "H", "H", "H", "H", "H", "H", "H", "H", "H", "H", "H", "H", "H"],
  "positions_angstrom": [[-1.7669, 1.3394, -6.1076], [1.2384, -0.7262, -1.3805], [-1.2372, -3.6820, 3.3513], [-2.2460, -1.8751, -1.8316], [-2.2073, -0.0750, 5.0170], [-1.7658, 1.2289, 0.4594], [2.3023, -1.3184, 0.0350], [-0.1031, -0.0597, -0.2595], [1.8007, 0.5404, -1.5458], [-1.7091, 1.0209, 4.3871], [-1.8415, -1.0641, 0.4313], [-2.5393, 0.9505, -1.3140], [-1.3056, 0.1405, 0.2222], [-1.8914, 0.8172, 2.9913], [3.3726, 0.0789, 0.2315], [-2.1781, 0.3345, -2.5799], [3.2409, 0.5134, -1.2597], [3.7344, 1.9638, -1.2982], [1.6576, -1.9705, 0.8568], [0.1708, -2.6965, -1.1384], [-1.4201, -1.3703, -6.5342], [-0.5095, -3.2240, 1.1817], [1.3061, 0.6275, -3.9125], [2.5157, -2.3566, 5.0345], [1.0270, -2.6492, 3.1738], [-1.8928, -3.8407, -0.7649], [-2.1137, 3.0549, -2.2848], [-1.4320, -2.7776, -6.6802], [1.9129, 2.7328, -2.7484], [-1.8973, -1.6443, -4.1267], [-1.8649, 0.6392, -5.1209], [-0.9927, -3.2932, -1.6533], [4.1041, -0.3949, -2.1774], [0.5613, 0.7472, 5.1081], [0.4055, -2.6012, 0.2904], [1.2697, -2.7234, 4.5363], [3.5190, -1.7618, 4.2324], [-1.7183, -0.8327, -5.2620], [-3.4091, 0.6014, 2.6075], [-0.5952, 1.7889, 4.9203], [-0.3165, -3.1969, 2.6481], [-0.2602, 2.9816, 4.1165], [-1.7336, -3.6875, 0.6373], [3.4281, 2.6557, -2.6140], [-0.2142, 2.7847, 2.6359], [-2.0830, -1.1174, -2.7406], [-0.9952, -0.3122, 2.4485], [-2.3229, 2.3290, -1.1495], [-2.0161, 1.1848, -3.7321], [1.1967, 1.3476, -2.6276], [3.1846, -1.6086, 2.8640], [-1.0130, 2.4188, 6.3176], [-1.9792, 2.6004, -3.5179], [-0.1885, 1.6245, -2.2027], [-1.4785, 2.1637, 2.2062], [-1.8461, -3.0071, -4.3725], [-1.6558, -3.5495, -5.5962], [2.0015, -2.1070, 2.3156], [0.0512, -0.0334, 2.3242], [0.7717, 3.0948, 4.4489], [2.2798, 0.7864, -4.3759], [2.6418, -2.2647, 6.1032], [3.9343, -0.2030, -3.2369], [-1.6376, -4.6213, -5.7273], [0.1209, -1.0354, -0.3937], [-3.8374, 1.2255, 1.8232], [-1.3052, 1.5591, 6.9206], [-2.1622, 2.9466, 1.8779], [1.0224, 0.7196, 6.0954], [3.9114, -1.2315, 2.1597], [-0.8085, 2.2151, -2.8772], [4.7963, 2.0857, -1.0846], [-1.9902, -3.6544, -3.5201], [-2.9037, 0.3682, 5.5071], [1.3685, 0.9666, 4.4093], [3.3937, 2.6181, -0.4958], [-1.2066, 1.8180, 1.2089], [0.6602, 2.2138, 2.3234], [-2.7507, -4.2990, -1.2344], [-1.3677, -1.9482, 0.3129], [4.4585, -1.3399, 4.5577], [-0.4078, 2.9801, 7.0294], [-2.3185, 2.7119, -0.1397], [-2.7568, -1.0695, 0.8583], [-1.1261, -3.1852, -7.6325], [-1.4623, -0.4956, 1.4808], [1.1280, -0.4465, -3.9664], [-1.0424, -1.2590, 2.9864], [3.0453, -0.9482, 0.3930], [-2.1405, 4.1346, -2.2945], [-4.1536, 0.5915, 3.4035], [-0.2680, 2.0332, -1.1953], [5.1869, -0.2981, -2.0983], [1.7034, -1.1770, -2.0892], [0.6598, 1.0437, -4.6853], [-1.8727, 3.0862, 6.2586], [-1.2196, -0.7390, -7.3872], [0.4782, 0.7014, -0.5804], [2.5553, 0.5550, 0.7733], [3.8459, 3.6620, -2.6452], [0.7341, -2.0514, -1.7964], [0.2618, -0.2657, 4.8392], [-3.5817, -0.3153, 2.0436], [3.8996, 2.0686, -3.4021], [-1.1827, -3.2017, -2.7125], [-0.6437, 0.6353, -2.1542], [-2.8457, 0.3411, -0.4767], [-2.5497, -3.9822, 1.2803], [3.8723, -1.4201, -1.8885], [-1.0066, 3.7599, 4.2757], [1.5940, 3.5249, -2.0709], [-1.7443, 3.2908, -4.3145], [4.4201, 0.2836, 0.4523], [0.5374, -3.1235, 5.2219], [-0.1739, 3.7545, 2.1400], [1.9235, 3.1456, -3.7572]],
  "lowdin_charge": [0.092, -0.249, 0.058, 0.052, 0.017, -0.109, 0.056, 0.202, -0.049, -0.173, 0.131, 0.046, -0.685, -0.343, -0.031, -0.055, -0.405, -0.149, -0.105, 0.046, 0.037, -0.120, 0.008, -0.063, -0.087, -0.019, -0.102, -0.052, -0.091, -0.032, -0.306, -0.114, 0.014, -0.003, -0.061, -0.019, -0.024, -0.073, 0.026, -0.469, -0.265, -0.166, 0.010, -0.191, -0.195, -0.227, -0.002, -0.002, -0.066, -0.420, 0.001, -0.037, -0.077, -0.101, -0.129, -0.035, -0.071, -0.057, 0.105, 0.126, 0.085, 0.103, 0.071, 0.119, 0.062, 0.080, 0.066, 0.130, 0.079, 0.100, 0.010, 0.117, 0.102, 0.107, 0.072, 0.122, -0.055, 0.106, 0.124, 0.052, 0.104, 0.076, 0.140, 0.140, 0.110, -0.076, 0.097, 0.091, -0.192, 0.138, 0.083, 0.127, 0.093, 0.105, 0.096, 0.073, 0.118, 0.104, 0.128, 0.117, 0.095, 0.055, 0.061, 0.102, 0.050, 0.079, 0.130, 0.129, 0.086, 0.129, 0.128, 0.151, 0.114, 0.127, 0.120, 0.122],
  "charge": 0,
  "gap_ev": 4.6742,
  "de_lowest_ev": 33.3906
}


{
  "formula": "C47H60F8I2N4O6PS",
  "method": "ωB97M-V/def2-TZVPD",
  "elements": ["I", "I", "S", "P", "F", "F", "F", "F", "F", "F", "F", "F", "O", "O", "O", "O", "O", "O", "N", "N", "N", "N", "C", "C", "C", "C", "C", "C", "C", "C", "C", "C", "C", "C", "C", "C", "C", "C", "C", "C", "C", "C", "C", "C", "C", "C", "C", "C", "C", "C", "C", "C", "C", "C", "C", "C", "C", "C", "C", "C", "C", "C", "C", "C", "C", "C", "C", "C", "C", "H", "H", "H", "H", "H", "H", "H", "H", "H", "H", "H", "H", "H", "H", "H", "H", "H", "H", "H", "H", "H", "H", "H", "H", "H", "H", "H", "H", "H", "H", "H", "H", "H", "H", "H", "H", "H", "H", "H", "H", "H", "H", "H", "H", "H", "H", "H", "H", "H", "H", "H", "H", "H", "H", "H", "H", "H", "H", "H", "H"],
  "positions_angstrom": [[-5.1354, -3.3721, 0.3450], [-5.2685, -5.4878, -2.3342], [-2.6851, -2.0305, 5.5358], [-3.6282, -3.6116, -2.4953], [-1.6796, 1.1742, -3.2253], [-4.8851, 2.3207, -0.7681], [6.9206, -0.5007, 0.4397], [-6.7134, -3.4041, -5.6910], [6.2288, 3.1351, 1.8829], [-1.3910, 7.5461, -4.3270], [-6.5855, 2.2513, 2.3457], [-4.4090, 3.6327, 2.3066], [-4.5039, -2.3453, -3.2796], [1.7270, 3.8949, 1.6907], [-1.8187, -2.0427, 6.8260], [-2.1726, -0.7674, 4.4695], [-4.1481, -1.7085, 5.9426], [1.2837, 1.5084, 1.4889], [-1.1729, -1.4678, -0.8199], [0.0323, -4.4212, 1.2108], [1.1762, -2.3406, -0.3046], [-0.7692, -3.6750, 0.4167], [10.8697, 0.6536, 0.4165], [8.5658, 1.0965, 0.9908], [-2.5954, -5.4325, 0.9454], [-7.6423, -2.4571, -5.5039], [-1.4448, 4.1357, -3.0950], [-0.6535, 0.4018, -2.4850], [-3.1387, 6.3489, -3.2906], [6.5182, 4.1496, 2.7086], [4.2388, 0.4912, 1.2418], [5.9135, 5.5590, 4.5619], [10.4988, -0.5692, -0.1484], [-2.6153, -1.7481, -0.3428], [-1.1008, -1.2036, -2.2868], [1.8772, -1.0994, -0.8909], [9.9053, 1.4849, 0.9880], [2.0005, 1.1635, 2.7249], [-2.8193, -5.0971, 2.4956], [3.7738, -1.0656, 0.9699], [-8.9746, -2.7407, -5.7831], [9.1606, -0.9624, -0.1354], [3.4975, -1.1861, -0.6592], [-2.0222, -4.2958, -0.0783], [7.1175, 6.2503, 4.4194], [-0.2154, -2.4967, -0.2740], [8.2064, -0.1249, 0.4319], [-9.9423, -1.7567, -5.5826], [5.6095, 4.5067, 3.6986], [-4.1169, 0.1804, 0.7804], [8.0220, 5.8886, 3.4180], [-1.8348, 6.4115, -3.7699], [-3.6028, 5.1661, -2.7152], [7.7225, 4.8290, 2.5618], [-0.9846, 5.3149, -3.6804], [-4.7384, 1.7049, 0.5705], [3.6345, 1.1589, 2.6110], [-1.4780, -5.2325, -1.3666], [2.1381, 2.9739, -0.6781], [-9.5667, -0.4961, -5.1158], [-7.2588, -1.2059, -5.0338], [-3.1569, -3.2515, -0.6879], [1.7121, 2.7985, 0.9279], [-2.7534, 4.0614, -2.6155], [-5.2297, 2.5205, 1.7480], [-2.6584, -3.7210, 4.7303], [-2.5990, -3.6006, 3.0596], [-8.2249, -0.2180, -4.8437], [-3.6393, -0.5150, -0.6653], [-3.4075, -2.8005, 2.7919], [-1.1625, -0.7248, 4.5502], [-3.7813, 7.2198, -3.3690], [1.7023, -1.1865, -2.0682], [-0.2578, -1.8311, -2.8168], [7.8019, 1.7345, 1.4228], [-2.1338, -5.8241, 3.1499], [-4.6230, 5.1045, -2.3444], [5.2130, 5.8396, 5.3447], [11.9142, 0.9579, 0.4101], [-2.1098, -1.2542, -2.8836], [-0.7843, 3.2759, -3.0127], [0.7982, -4.9372, 0.7265], [-1.5512, -3.1036, 2.8553], [-7.9343, 0.7659, -4.4840], [4.6743, 3.9643, 3.7895], [8.4165, 4.5285, 1.7836], [4.0270, 1.1280, 0.2564], [-2.2696, -6.0093, -1.7279], [-5.4802, -2.6304, -3.2340], [8.8550, -1.9122, -0.5619], [5.4212, 0.4600, 1.3636], [-0.6270, 0.8617, -1.3853], [0.4373, 0.5080, -2.8999], [-10.3205, 0.2733, -4.9632], [3.8351, -2.2739, -0.9769], [-6.2130, -1.0108, -4.8199], [1.5260, 2.2560, -1.3879], [-3.1604, 0.3801, -1.2771], [-0.9603, -4.6018, -2.1995], [-2.5005, -1.7379, 0.8490], [4.0468, 2.2573, 2.6844], [4.1296, -0.4407, -1.3066], [-3.4769, -4.4676, 5.1033], [1.6425, 1.9259, 3.5564], [1.8654, -3.0182, 0.0886], [4.0509, 0.5144, 3.5233], [1.3779, -0.0914, -0.5701], [7.3535, 7.0740, 5.0898], [1.6648, 0.0734, 3.0308], [-9.2478, -3.7231, -6.1538], [-3.9334, -5.4190, 2.7833], [4.5902, -1.8472, 1.3535], [-0.6023, -5.8855, -0.8805], [3.2918, 2.8642, -0.8601], [11.2514, -1.2132, -0.5964], [-1.6093, -4.2134, 5.0169], [-3.5815, -5.9744, 0.5408], [-4.6316, -0.7936, -1.2088], [8.9575, 6.4312, 3.3065], [-10.9878, -1.9721, -5.7897], [-1.7828, -6.3117, 0.8993], [1.8720, 4.1002, -0.9693], [2.7715, -1.2897, 1.5504], [10.1969, 2.4343, 1.4307], [-5.0067, -0.4498, 1.2662], [0.4259, -3.7640, 1.9503], [-3.2633, 0.1904, 1.5801], [0.0268, 5.3872, -4.0664], [-3.1145, 3.1405, -2.1626]],
  "lowdin_charge": [0.919, 0.457, 0.787, 0.531, -0.118, -0.053, 0.031, 0.049, 0.036, 0.067, -0.015, -0.009, -0.426, -0.003, -0.367, -0.233, -0.355, -0.140, -0.014, 0.067, 0.095, -0.140, -0.087, -0.008, -0.203, -0.295, -0.092, -0.118, -0.011, -0.284, -0.187, -0.071, -0.076, -0.310, -0.135, -0.154, -0.072, -0.187, -0.230, -0.184, -0.013, -0.018, -0.161, -0.406, -0.087, -0.068, -0.281, -0.074, -0.015, -0.124, -0.074, -0.287, -0.071, -0.017, -0.016, -0.056, -0.151, -0.114, -0.005, -0.090, -0.031, -0.773, -0.278, -0.097, 0.012, -0.224, -0.252, -0.076, -0.154, 0.073, 0.103, 0.119, 0.123, 0.138, 0.089, 0.136, 0.106, 0.110, 0.106, 0.126, 0.076, 0.122, 0.094, 0.108, 0.099, 0.109, 0.100, 0.061, 0.036, 0.114, 0.104, 0.128, 0.116, 0.105, 0.120, 0.101, 0.062, 0.121, 0.080, 0.133, 0.088, 0.134, 0.138, 0.145, 0.142, 0.143, 0.114, 0.106, 0.119, 0.118, 0.129, 0.129, 0.097, 0.091, 0.108, 0.129, 0.103, 0.099, 0.109, 0.109, 0.127, 0.115, 0.091, 0.103, 0.098, 0.138, 0.118, 0.114, 0.071],
  "charge": 1,
  "gap_ev": 6.9449
}